1.
{
  "formula": "C14H28IO5PPd",
  "method": "ωB97M-V with the def2-TZVPD basis set",
  "symbols": ["Pd", "O", "C", "O", "C", "O", "C", "C", "O", "O", "H", "H", "H", "H", "H", "I", "C", "H", "H", "C", "C", "C", "P", "C", "C", "C", "C", "C", "C", "H", "H", "H", "H", "H", "H", "H", "H", "H", "H", "H", "H", "H", "H", "H", "H", "H", "H", "H", "H", "H"],
  "coordinates": [[-0.063, -0.365, 0.509], [1.872, 3.302, 0.716], [1.846, 2.008, 0.400], [1.156, 1.567, -0.492], [2.787, 1.204, 1.256], [2.601, -0.175, 1.053], [2.834, -0.895, 2.273], [1.642, -0.803, 3.261], [1.860, -1.249, 4.382], [0.570, -0.315, 2.799], [1.261, 3.761, 0.117], [2.632, 1.497, 2.297], [3.806, 1.501, 0.973], [3.747, -0.536, 2.753], [2.993, -1.937, 2.004], [-1.924, 1.934, 1.068], [-1.741, 0.316, -0.314], [-1.626, 0.735, -1.310], [-2.662, -0.251, -0.228], [1.820, -3.647, -0.215], [0.387, -3.733, 0.305], [0.322, -3.856, 1.824], [-0.675, -2.358, -0.330], [-0.469, -2.466, -2.174], [-1.723, -2.047, -2.944], [0.713, -1.605, -2.626], [-2.411, -2.908, -0.012], [-2.873, -2.612, 1.420], [-2.681, -4.358, -0.412], [2.419, -4.428, 0.257], [2.279, -2.685, 0.011], [1.875, -3.798, -1.293], [-0.059, -4.634, -0.132], [0.584, -2.926, 2.328], [1.016, -4.630, 2.154], [-0.671, -4.137, 2.170], [-0.263, -3.519, -2.398], [-2.032, -1.036, -2.673], [-2.569, -2.716, -2.784], [-1.504, -2.040, -4.013], [0.500, -0.549, -2.442], [0.874, -1.745, -3.696], [1.640, -1.841, -2.108], [-3.000, -2.274, -0.681], [-2.609, -3.427, 2.092], [-3.959, -2.513, 1.444], [-2.431, -1.699, 1.823], [-2.228, -5.049, 0.301], [-2.303, -4.603, -1.406], [-3.755, -4.547, -0.406]],
  "spin_multiplicity": 1,
  "de_lowest_kj_mol": 64.59,
  "total_charge": 0,
  "total_energy_ev": -46079.444
}


2.
{
  "formula": "C34H53CaCl4N3O9P2S2SeSi",
  "method": "ωB97M-V with the def2-TZVPD basis set",
  "symbols": ["Ca", "Cl", "C", "C", "Cl", "C", "Cl", "C", "O", "C", "O", "C", "Cl", "C", "C", "C", "O", "P", "O", "C", "P", "O", "O", "C", "C", "C", "O", "C", "C", "C", "O", "C", "C", "C", "H", "H", "H", "H", "H", "H", "H", "H", "H", "H", "H", "H", "H", "H", "H", "H", "H", "H", "H", "H", "H", "H", "H", "H", "H", "H", "H", "H", "H", "H", "C", "Si", "C", "C", "C", "C", "H", "H", "H", "H", "H", "H", "H", "H", "H", "C", "S", "C", "O", "H", "H", "H", "H", "H", "H", "Se", "C", "N", "N", "C", "S", "N", "C", "C", "C", "C", "C", "C", "H", "H", "H", "H", "H", "H", "H", "H"],
  "coordinates": [[0.664, 0.395, 1.114], [2.121, 5.367, 5.862], [1.329, 4.081, 4.986], [0.108, 3.603, 5.399], [-0.679, 4.281, 6.803], [-0.520, 2.574, 4.660], [-2.086, 1.990, 5.194], [0.021, 2.017, 3.494], [-0.580, 1.118, 2.768], [1.349, 2.508, 3.077], [1.927, 2.007, 2.029], [1.933, 3.527, 3.838], [3.494, 4.109, 3.298], [4.524, 1.951, 0.398], [4.804, 1.137, -0.847], [5.463, -0.193, -0.513], [3.568, 0.999, -1.625], [2.522, -0.161, -1.439], [2.328, -0.567, -0.020], [1.096, 0.608, -2.270], [0.451, 2.151, -1.519], [0.103, 2.223, -0.083], [-0.838, 2.568, -2.353], [-0.835, 2.808, -3.772], [-1.708, 4.020, -4.010], [-1.348, 1.583, -4.506], [1.543, 3.193, -1.982], [1.418, 4.542, -1.415], [2.249, 4.646, -0.157], [1.827, 5.502, -2.503], [3.139, -1.343, -2.256], [3.356, -1.470, -3.682], [4.110, -0.290, -4.281], [2.055, -1.748, -4.418], [5.454, 2.082, 0.957], [3.790, 1.471, 1.048], [4.124, 2.935, 0.147], [5.452, 1.697, -1.519], [4.846, -0.769, 0.184], [6.419, 0.014, -0.031], [5.637, -0.807, -1.398], [0.280, -0.133, -2.241], [1.395, 0.877, -3.285], [0.184, 3.039, -4.096], [-2.736, 3.803, -3.706], [-1.697, 4.295, -5.067], [-1.352, 4.867, -3.420], [-2.319, 1.289, -4.101], [-0.677, 0.729, -4.396], [-1.455, 1.804, -5.571], [0.370, 4.708, -1.158], [3.316, 4.657, -0.403], [2.057, 3.807, 0.521], [2.004, 5.571, 0.371], [2.876, 5.342, -2.765], [1.705, 6.530, -2.153], [1.220, 5.366, -3.403], [3.988, -2.351, -3.746], [3.569, 0.644, -4.127], [4.221, -0.456, -5.356], [5.101, -0.172, -3.838], [1.570, -0.816, -4.731], [1.365, -2.290, -3.767], [2.262, -2.341, -5.311], [-3.755, -1.396, -3.241], [-3.863, -0.488, -1.606], [-5.129, -1.382, -0.586], [-4.576, 1.193, -1.983], [-2.293, -0.399, -0.810], [-1.232, -0.428, -0.174], [-4.610, -1.161, -3.887], [-3.735, -2.480, -3.077], [-2.834, -1.133, -3.774], [-6.086, -1.456, -1.116], [-5.293, -0.857, 0.362], [-4.780, -2.390, -0.340], [-5.506, 1.111, -2.555], [-3.866, 1.805, -2.552], [-4.783, 1.733, -1.052], [-0.370, -4.647, -1.285], [-0.076, -3.016, -0.652], [1.301, -3.467, 0.397], [0.528, -2.292, -1.842], [0.567, -5.033, -1.697], [-1.126, -4.554, -2.065], [-0.740, -5.287, -0.477], [0.980, -4.252, 1.084], [1.595, -2.588, 0.977], [2.121, -3.789, -0.251], [3.450, -2.943, 4.091], [2.223, -1.814, 3.331], [1.430, -1.123, 2.832], [-1.773, -1.136, 3.833], [-2.158, -2.398, 3.700], [-1.772, -3.397, 2.405], [-2.913, -2.800, 4.801], [-3.519, -4.023, 5.093], [-3.656, -4.364, 6.440], [-4.273, -5.547, 6.817], [-4.766, -6.418, 5.854], [-4.640, -6.071, 4.513], [-4.033, -4.884, 4.125], [-1.222, -0.588, 3.183], [-2.037, -0.599, 4.644], [-2.844, -2.185, 5.594], [-3.261, -3.694, 7.197], [-4.354, -5.793, 7.869], [-5.243, -7.346, 6.142], [-5.025, -6.734, 3.746], [-3.934, -4.621, 3.081]],
  "spin_multiplicity": 1,
  "de_lowest_kj_mol": 107.74,
  "total_charge": -2,
  "total_energy_ev": -241027.532
}


3.
{
  "formula": "C14H22O",
  "method": "ωB97M-V with the def2-TZVPD basis set",
  "symbols": ["C", "C", "C", "C", "C", "C", "C", "C", "C", "C", "C", "C", "C", "C", "O", "H", "H", "H", "H", "H", "H", "H", "H", "H", "H", "H", "H", "H", "H", "H", "H", "H", "H", "H", "H", "H", "H"],
  "coordinates": [[-0.405, 1.905, -2.259], [-0.414, 1.831, -0.928], [1.856, -0.185, -0.661], [2.813, -1.105, -0.542], [-1.279, -1.793, 0.061], [-0.990, -0.629, -0.990], [0.543, -0.816, 1.509], [-0.953, -1.036, 1.332], [-0.534, 0.535, -0.138], [0.871, 0.145, 0.394], [-1.425, 0.442, 1.098], [3.937, -1.337, -1.523], [-2.908, 0.665, 0.796], [-1.094, 1.447, 2.222], [1.446, 1.309, 1.036], [-0.325, 2.877, -2.750], [-0.432, 1.009, -2.782], [-0.356, 2.744, -0.175], [1.942, 0.503, -1.555], [2.761, -1.848, 0.151], [-2.197, -2.176, -0.090], [-0.536, -2.683, -0.082], [-0.168, -0.956, -1.715], [-1.768, -0.364, -1.604], [0.602, -0.229, 2.461], [1.129, -1.725, 1.516], [-1.382, -1.508, 2.139], [3.985, -2.360, -1.760], [3.811, -0.500, -2.320], [4.939, -1.104, -1.109], [-3.290, 1.715, 0.681], [-3.364, 0.054, 1.547], [-3.075, 0.048, -0.046], [-1.954, 1.668, 2.859], [-0.870, 2.295, 1.710], [-0.238, 1.290, 2.918], [1.371, 1.982, 0.334]],
  "spin_multiplicity": 1,
  "de_lowest_kj_mol": 325.42,
  "smiles": "C=C[C@@]12CC[C@@H](C[C@@]1(O)/C=C/C)C2(C)C",
  "total_charge": 0,
  "total_energy_ev": -16919.287
}


4.
{
  "formula": "C39H54BrKN9O6PS2",
  "method": "ωB97M-V with the def2-TZVPD basis set",
  "symbols": ["K", "C", "C", "N", "C", "C", "C", "C", "C", "C", "C", "C", "C", "N", "C", "H", "H", "H", "H", "H", "H", "H", "H", "C", "N", "C", "C", "N", "C", "C", "N", "C", "C", "N", "C", "N", "C", "C", "C", "N", "C", "H", "H", "H", "H", "H", "H", "H", "H", "H", "H", "H", "H", "H", "H", "H", "H", "H", "H", "H", "H", "H", "H", "H", "H", "N", "C", "C", "O", "O", "H", "H", "H", "H", "C", "C", "C", "O", "P", "S", "S", "O", "C", "C", "C", "H", "H", "H", "H", "H", "H", "H", "H", "H", "H", "H", "H", "H", "H", "Br", "C", "C", "C", "C", "C", "C", "C", "O", "O", "H", "H", "H", "H"],
  "coordinates": [[-0.960, 1.040, 2.699], [3.906, -0.856, -1.672], [2.989, -0.096, -0.928], [2.436, -0.520, 0.184], [2.751, -1.743, 0.639], [3.661, -2.584, -0.029], [4.240, -2.104, -1.214], [3.952, -3.889, 0.492], [3.362, -4.325, 1.623], [2.431, -3.498, 2.336], [1.811, -3.926, 3.524], [0.909, -3.106, 4.143], [0.623, -1.865, 3.548], [1.207, -1.424, 2.459], [2.105, -2.219, 1.854], [4.326, -0.459, -2.588], [2.686, 0.894, -1.263], [4.935, -2.734, -1.758], [4.644, -4.521, -0.055], [3.570, -5.317, 2.008], [2.044, -4.909, 3.919], [0.389, -3.403, 5.043], [-0.131, -1.226, 3.995], [-3.935, 1.165, -3.187], [-2.739, 0.855, -3.924], [-2.521, 1.470, -5.205], [-1.112, 0.996, -5.513], [-0.510, 0.974, -4.192], [0.808, 0.380, -4.102], [-1.520, 0.725, -3.237], [-1.513, 0.446, -2.009], [-0.354, 0.225, -1.167], [0.109, 1.523, -0.521], [0.635, 2.453, -1.506], [-0.041, 3.358, -2.070], [-1.382, 3.743, -1.995], [-2.229, 3.509, -0.835], [-1.562, 4.999, -2.695], [-0.449, 4.945, -3.724], [0.571, 4.239, -2.989], [1.740, 3.802, -3.704], [-4.809, 0.798, -3.728], [-4.043, 2.248, -3.025], [-3.875, 0.671, -2.220], [-2.562, 2.570, -5.144], [-3.256, 1.137, -5.942], [-0.565, 1.670, -6.178], [-1.133, -0.007, -5.966], [1.357, 0.644, -5.009], [0.776, -0.713, -4.022], [1.350, 0.789, -3.252], [0.486, -0.254, -1.675], [-0.664, -0.459, -0.372], [0.904, 1.299, 0.190], [-0.727, 1.929, 0.049], [-1.772, 3.855, 0.098], [-2.478, 2.453, -0.747], [-3.157, 4.060, -0.992], [-1.429, 5.862, -2.025], [-2.558, 5.056, -3.141], [-0.107, 5.934, -4.039], [-0.764, 4.382, -4.617], [2.349, 4.664, -3.987], [1.474, 3.242, -4.613], [2.316, 3.154, -3.048], [-3.641, 0.969, 2.029], [-4.140, 1.518, 3.305], [-3.612, 0.769, 4.562], [-4.401, 0.707, 5.517], [-2.425, 0.347, 4.498], [-4.219, 1.292, 1.264], [-3.706, -0.046, 2.033], [-5.231, 1.531, 3.372], [-3.787, 2.552, 3.394], [-1.354, -5.672, 3.393], [-0.875, -5.540, 1.959], [0.057, -6.666, 1.541], [-2.028, -5.557, 1.112], [-2.255, -4.350, 0.050], [-3.954, -4.705, -0.861], [-1.908, -2.616, 0.935], [-0.977, -4.735, -0.906], [-0.392, -3.908, -1.912], [-1.387, -3.019, -2.643], [0.760, -3.117, -1.310], [-0.506, -5.733, 4.081], [-1.960, -6.575, 3.495], [-1.964, -4.808, 3.659], [-0.367, -4.579, 1.842], [-0.444, -7.631, 1.654], [0.960, -6.663, 2.160], [0.340, -6.541, 0.496], [0.016, -4.628, -2.632], [-1.802, -2.258, -1.980], [-2.210, -3.609, -3.043], [-0.871, -2.514, -3.466], [0.376, -2.398, -0.584], [1.305, -2.580, -2.093], [1.453, -3.789, -0.799], [5.165, 6.338, 6.478], [3.849, 5.386, 5.468], [2.628, 5.988, 5.221], [1.681, 5.288, 4.485], [1.949, 4.012, 4.007], [3.184, 3.434, 4.273], [4.146, 4.116, 5.006], [0.898, 3.247, 3.191], [-0.186, 3.833, 2.984], [1.233, 2.101, 2.817], [2.424, 6.981, 5.597], [0.710, 5.714, 4.267], [3.366, 2.439, 3.889], [5.109, 3.670, 5.217]],
  "spin_multiplicity": 1,
  "de_lowest_kj_mol": 40.79,
  "total_charge": -2,
  "total_energy_ev": -184350.607
}


5.
{
  "formula": "C25H33AsN6ORuS",
  "method": "ωB97M-V with the def2-TZVPD basis set",
  "symbols": ["Ru", "C", "C", "N", "N", "C", "N", "S", "C", "C", "C", "C", "C", "N", "H", "H", "H", "H", "H", "H", "H", "H", "H", "H", "C", "C", "O", "N", "C", "C", "C", "C", "C", "C", "N", "H", "H", "H", "H", "H", "H", "H", "H", "H", "H", "C", "As", "C", "C", "C", "C", "C", "C", "C", "C", "H", "H", "H", "H", "H", "H", "H", "H", "H", "H", "H", "H", "H"],
  "coordinates": [[0.399, -0.429, 0.148], [-2.164, 3.561, -0.130], [-1.264, 2.385, -0.286], [-1.092, 1.455, 0.591], [-1.803, 1.391, 1.738], [-1.444, 0.546, 2.728], [-2.256, 0.370, 3.758], [0.081, -0.206, 2.691], [-0.500, 2.214, -1.536], [-0.524, 3.147, -2.574], [0.143, 2.870, -3.757], [0.827, 1.672, -3.887], [0.846, 0.813, -2.797], [0.204, 1.074, -1.665], [-2.413, 3.761, 0.908], [-3.093, 3.417, -0.688], [-1.690, 4.457, -0.524], [-2.678, 1.911, 1.816], [-3.139, 0.852, 3.854], [-1.978, -0.239, 4.515], [-1.058, 4.078, -2.476], [0.119, 3.580, -4.568], [1.319, 1.406, -4.808], [1.382, -0.133, -2.845], [-3.440, -3.223, 0.761], [-2.214, -2.674, 0.097], [-1.723, -1.595, 0.456], [-1.700, -3.399, -0.904], [-0.490, -3.039, -1.619], [0.721, -3.525, -0.853], [1.277, -4.779, -1.069], [2.354, -5.186, -0.295], [2.811, -4.340, 0.708], [2.198, -3.109, 0.867], [1.195, -2.706, 0.087], [-4.146, -2.422, 0.973], [-3.158, -3.659, 1.721], [-3.928, -3.989, 0.165], [-2.112, -4.297, -1.119], [-0.444, -1.929, -1.702], [-0.522, -3.476, -2.617], [0.886, -5.416, -1.846], [2.826, -6.143, -0.470], [3.632, -4.623, 1.348], [2.506, -2.427, 1.657], [3.973, 0.082, 2.049], [2.998, 0.257, 0.360], [3.146, 2.197, 0.155], [4.358, -0.382, -1.025], [5.764, -0.252, -0.596], [6.519, 0.885, -0.941], [7.875, 0.927, -0.694], [8.498, -0.134, -0.031], [7.754, -1.256, 0.347], [6.403, -1.306, 0.086], [4.866, 0.709, 2.022], [4.266, -0.947, 2.251], [3.324, 0.430, 2.854], [4.158, 2.526, 0.393], [2.458, 2.679, 0.853], [2.894, 2.517, -0.856], [4.158, 0.225, -1.914], [4.107, -1.428, -1.226], [6.036, 1.708, -1.451], [8.457, 1.778, -1.010], [9.550, -0.076, 0.211], [8.246, -2.080, 0.840], [5.829, -2.182, 0.359]],
  "spin_multiplicity": 2,
  "total_charge": 3,
  "total_energy_ev": -111680.008
}


> Which formula does entry 1 have?

C14H28IO5PPd